# 1
DFT (ωB97M-V/def2-TZVPD) results for one molecule with the formula CH2N2S3.

```
8
Properties=species:S:1:pos:R:3:forces:R:3:mulliken_charge:R:1
C -0.244914 -0.022726 -0.632844 2.543 -1.022 1.652 -0.150
N -0.163178 -0.058500 0.617598 -0.619 -0.538 -0.290 -0.478
N 1.387988 2.662115 0.037605 -2.195 1.211 -0.025 -0.168
S 1.016631 -0.446457 -1.821991 0.032 0.351 -0.436 -0.018
S 2.669313 2.064731 -0.093390 1.978 -1.041 -0.140 0.315
S 2.735239 -0.008574 -0.841990 0.531 -0.526 0.132 -0.209
H -1.069254 0.271859 -1.123050 -3.098 1.338 -1.634 0.400
H 0.676360 -0.577240 0.825191 0.828 0.227 0.741 0.307
```
Forces are in eV/Å.

Computed properties:
**Molar mass**: 138.2 g/mol
**HOMO-LUMO gap**: 7.6545 eV
**E_HOMO**: -8.882 eV

# 2
DFT (ωB97M-V/def2-TZVPD) results for an isolated ion of composition CH2N3 and charge +1.

```
6
Properties=species:S:1:pos:R:3:forces:R:3:mulliken_charge:R:1
C -0.367634 -0.012873 -0.471372 -3.625 -1.054 2.525 0.073
N 1.184705 0.078278 -0.363526 3.346 0.495 3.343 0.330
N 2.013646 -0.039383 0.366740 -1.327 0.272 -2.059 0.097
N -1.177154 0.037854 0.455271 1.673 0.791 -2.093 -0.182
H -0.506606 -0.507609 -1.360705 -0.428 -0.574 -2.296 0.359
H -1.146957 0.443732 1.373594 0.361 0.070 0.581 0.323
```
Forces are in eV/Å.

Computed properties:
**Molar mass**: 56.0 g/mol
**Charge**: +1
**HOMO-LUMO gap**: 10.5720 eV
**E_HOMO**: -18.031 eV
**SMILES**: [H]/N=C\[N+]#N

What are the E values for these records? In order: -1343.2849 -203.1897 Ha.
What are the energy above the lowest of the compared OMol25 structures with the same formula, charge and spin values for these records? In order: 78.93 202.62 kJ/mol.